Formula: H40O20
Source: the OMol25 dataset
Level of theory: ωB97M-V with the def2-TZVPD basis set

XYZ file:
```
60
Properties=species:S:1:pos:R:3
O 3.06 3.30 -1.51
H 2.41 2.98 -0.89
H 2.62 3.89 -2.13
O 0.46 -3.75 3.96
H 0.56 -2.90 3.57
H -0.42 -4.11 4.05
O 1.24 -1.59 -3.55
H 1.80 -1.50 -4.32
H 0.37 -1.96 -3.76
O 3.07 -0.92 -1.20
H 2.39 -0.39 -1.69
H 2.93 -0.26 -0.49
O -2.08 3.29 0.73
H -2.12 2.83 1.57
H -1.85 4.19 1.00
O -4.30 1.77 2.84
H -4.28 1.42 3.74
H -4.23 2.73 2.92
O -0.54 -2.50 1.71
H 0.09 -1.99 2.24
H 0.01 -2.61 0.90
O 4.73 0.63 -3.67
H 5.09 1.12 -2.91
H 4.89 -0.29 -3.40
O 3.08 1.59 2.52
H 3.59 1.01 3.09
H 2.44 2.20 2.88
O -3.44 0.97 -0.33
H -2.77 1.47 -0.79
H -3.78 1.46 0.43
O -2.33 -1.91 -1.40
H -2.88 -1.19 -1.04
H -2.98 -2.60 -1.67
O 2.38 1.17 -4.55
H 3.27 1.11 -4.09
H 1.61 0.92 -4.03
O 0.16 0.89 -1.90
H -0.60 1.46 -1.79
H -0.13 0.05 -2.29
O -0.74 1.13 2.92
H -0.61 0.48 2.20
H -1.68 1.34 2.79
O 1.20 -2.97 -0.27
H 2.10 -2.62 -0.16
H 0.96 -2.75 -1.19
O 1.26 0.07 4.18
H 1.05 0.24 3.26
H 0.76 -0.76 4.26
O 0.43 3.93 0.48
H 0.69 3.77 1.40
H 1.24 3.70 0.00
O -3.55 -3.52 1.14
H -2.94 -3.02 0.56
H -3.30 -3.07 1.97
O -2.29 2.15 -3.95
H -3.04 1.57 -4.07
H -2.43 2.97 -4.43
O -0.66 -5.01 1.67
H -1.62 -5.07 1.58
H -0.36 -4.54 0.89
```

Results
LUMO level, eV: -0.3
Kohn-Sham gap, eV: 9.60
Energy relative to the best compared isomer or geometry (same formula, charge and spin), kcal per mole: 118.9
M, g mol⁻¹: 360.3
Strongest force on any atom, eV/Å: 2.64
Highest occupied orbital energy, eV: -9.947